No. 1
The molecule C4H10N2, computed with wB97M-V/def2-TZVPD.

```
16
Properties=species:S:1:pos:R:3:mulliken_charge:R:1
C 0.7087 -1.6850 1.0791 -1.069
C -0.2288 -1.2286 -0.0381 -0.531
C -0.3849 1.3955 0.1266 -0.693
C 0.0564 0.1709 -0.7086 0.383
N -0.3608 0.1078 -2.0237 -0.576
N 0.2202 1.3511 1.3892 -0.451
H 0.3575 -2.6098 1.5361 0.338
H 1.7284 -1.8172 0.7213 0.293
H 0.7474 -0.8616 1.7779 0.303
H -0.1808 -1.8985 -0.9014 0.352
H -1.2850 -1.2334 0.2606 0.287
H 1.1617 0.2305 -0.7440 0.193
H -1.1488 0.7096 -2.2874 0.261
H -0.1183 2.3071 -0.4445 0.365
H 0.2829 2.3209 1.7082 0.242
H -1.4845 1.4006 0.2014 0.303
```

Results
Frontier orbital gap (eV): 4.796
Relative energy (zero: lowest compared OMol25 entry of this formula, charge and spin) (kJ/mol): 620.02
HOMO level (eV): -7.73
DFT total energy (Eh): -267.68918

=====

No. 2
A structure of composition Ca2H12N2O12, computed with wB97M-V/def2-TZVPD.

```
28
Properties=species:S:1:pos:R:3:mulliken_charge:R:1
Ca -0.4852 -1.7907 -2.0998 1.722
Ca 1.0783 1.2879 4.0172 1.752
N -2.5845 1.0534 -2.4010 0.764
O -2.3366 2.1559 -1.8844 -0.602
O -1.9505 0.0118 -1.9548 -0.495
O -3.3952 0.9086 -3.2883 -0.534
N 0.6429 0.3094 0.6825 0.890
O 0.2788 0.4599 1.9035 -0.572
O 1.4123 1.1369 0.2061 -0.886
O 0.1962 -0.6064 -0.0004 -0.252
O -0.6003 -3.3311 -0.3513 -0.612
H -1.1811 -4.0436 -0.6668 0.355
H -0.5357 -3.4853 0.5971 0.249
O -2.8037 -0.9585 1.1594 -0.593
H -2.6815 -0.3441 0.4197 0.318
H -2.3710 -0.5279 1.9012 0.233
O 0.6124 2.8973 -1.8227 -0.659
H 0.7772 2.4268 -0.9981 0.341
H -0.3276 2.7293 -2.0167 0.359
O 0.6204 -1.0050 4.3793 -0.557
H 0.7584 -1.7710 3.8051 0.296
H 0.0785 -1.3327 5.1154 0.347
O 4.1766 0.3600 0.7658 -0.650
H 4.6458 1.1562 0.4887 0.337
H 3.2537 0.5456 0.5586 0.344
O 0.8006 0.2128 -2.7653 -0.485
H 0.4508 0.8055 -3.4446 0.307
H 1.4699 0.7391 -2.3056 0.284
```

Results
Frontier orbital gap (eV): 5.252
Relative energy (zero: lowest compared OMol25 entry of this formula, charge and spin) (kJ/mol): 70.97
HOMO level (eV): -14.08
DFT total energy (Eh): -2374.14334
Net charge: +2

=====

No. 3
A cluster of 2 separate species, C2H6ClPS in total, computed with wB97M-V/def2-TZVPD.

```
11
Properties=species:S:1:pos:R:3:mulliken_charge:R:1
C 1.9655 -1.5264 -1.8144 -0.717
C -1.5476 1.6560 -0.2413 -0.817
P -1.3257 -0.9211 1.2170 0.173
S -2.1228 0.0162 -0.5672 -0.105
Cl -1.2629 -2.7983 0.5622 -0.178
H 2.5775 -2.4644 -1.7807 0.262
H 0.8122 -1.5459 -1.7754 0.207
H 2.3973 -0.6057 -1.4651 0.257
H -0.5916 1.7048 -0.6309 0.276
H -1.7959 1.7911 0.7467 0.368
H -2.2383 2.2839 -0.8544 0.274
```

Results
Frontier orbital gap (spin up / spin down) (eV): 7.862 / 7.894
Relative energy (zero: lowest compared OMol25 entry of this formula, charge and spin) (kJ/mol): 290.49
HOMO level (spin up / spin down) (eV): -7.74 / -8.93
DFT total energy (Eh): -1279.43155

=====

No. 4
A structure of composition C28H40BrN2O5Y, computed with wB97M-V/def2-TZVPD.

```
77
Properties=species:S:1:pos:R:3:mulliken_charge:R:1
Y -0.3684 0.3303 -0.1029 -0.027
C 0.7109 -4.7052 -0.0972 -1.821
C 1.4353 -3.4715 -0.6224 1.287
C 2.6131 -3.8987 -1.5069 -1.599
C 0.5461 -2.5058 -1.3869 1.494
C 1.0604 -1.2718 -1.8120 -0.854
C 0.3396 -0.4294 -2.6475 -1.084
C -0.9622 -0.7431 -3.0512 1.434
C -1.7317 0.1761 -3.9579 -1.629
C -1.4763 -1.9631 -2.6184 -1.048
C -0.7372 -2.8316 -1.8188 -0.173
H 1.3939 -5.3089 0.5000 0.449
H 0.3576 -5.3421 -0.9120 0.412
H -0.1477 -4.4637 0.5322 0.287
H 1.8382 -2.9201 0.2325 -0.627
H 2.2526 -4.4067 -2.4044 0.419
H 3.2588 -4.5927 -0.9680 0.451
H 3.2254 -3.0541 -1.8267 0.378
H 2.0830 -1.0119 -1.5602 0.147
H 0.8072 0.4676 -3.0350 0.568
H -1.8965 1.1473 -3.4861 0.235
H -2.6949 -0.2512 -4.2320 0.373
H -1.1748 0.3611 -4.8771 0.441
H -2.4685 -2.2587 -2.9420 0.521
H -1.1689 -3.7845 -1.5416 0.529
C 0.4839 2.4062 2.5673 -1.101
O -0.5994 1.9756 1.7247 0.212
C -1.8486 2.6143 2.0136 -0.595
C -2.6409 2.6049 0.7432 -0.775
O -2.6418 1.2583 0.2234 -0.149
C -3.8004 0.4819 0.5426 -0.522
C -3.5794 -0.8337 -0.1231 -0.944
O -2.3208 -1.3601 0.3335 0.490
C -2.4483 -2.5793 1.0769 -1.005
H 0.5949 3.4869 2.4848 0.443
H 1.3886 1.9212 2.2175 0.178
H 0.2816 2.1234 3.6011 0.291
H -1.6743 3.6433 2.3368 0.582
H -2.3423 2.0758 2.8279 0.286
H -2.1868 3.2328 -0.0197 -0.023
H -3.6682 2.9304 0.9112 0.608
H -4.6944 0.9739 0.1542 0.456
H -3.8922 0.3815 1.6288 0.343
H -3.5120 -0.7032 -1.2054 0.201
H -4.3844 -1.5381 0.0865 0.578
H -2.9546 -3.3343 0.4756 0.329
H -3.0177 -2.4043 1.9938 0.463
H -1.4476 -2.9254 1.3162 -0.040
Br -1.2555 4.7780 -2.4713 -0.147
C 0.6269 4.6676 -2.3160 0.246
C 1.3217 5.7457 -2.8371 -0.737
C 2.7063 5.7953 -2.7469 -0.523
C 3.4111 4.7730 -2.1263 -0.962
C 2.7150 3.7005 -1.6050 -0.273
C 1.3203 3.6240 -1.6953 0.141
C 0.6911 2.4170 -1.1466 1.878
O -0.5226 2.1106 -1.3681 -0.295
O 1.3740 1.5926 -0.4192 -0.534
H 0.7753 6.5466 -3.3141 0.471
H 3.2315 6.6460 -3.1611 0.415
H 4.4890 4.8147 -2.0537 0.435
H 3.2461 2.8914 -1.1232 0.444
C 0.0337 -2.1368 5.0957 -1.389
C 0.6399 -1.6051 3.8391 0.497
C 1.9516 -1.4529 3.4437 -1.261
C 1.9089 -0.9217 2.1496 -0.156
N 0.6380 -0.7500 1.7563 1.718
N -0.1119 -1.1738 2.8114 -0.156
C 3.0746 -0.5854 1.2749 -0.896
H 0.8136 -2.3243 5.8289 0.400
H -0.4845 -3.0779 4.9091 0.312
H -0.6731 -1.4306 5.5314 0.324
H 2.8308 -1.6892 4.0201 0.576
H -1.1164 -1.1423 2.7728 -0.053
H 3.8257 -0.0423 1.8478 0.438
H 2.8034 0.0305 0.4222 -0.144
H 3.5459 -1.5005 0.9121 0.363
```

Results
Frontier orbital gap (eV): 8.597
HOMO level (eV): -13.79
DFT total energy (Eh): -4188.67715
Net charge: +2

=====

No. 5
A cluster of 2 separate species, C3H8N3 in total, computed with wB97M-V/def2-TZVPD.

```
14
Properties=species:S:1:pos:R:3:mulliken_charge:R:1
C 1.3855 0.7065 -0.2437 0.448
C -0.9379 -0.1570 0.8167 -0.501
C -1.8659 -1.0462 0.4931 -0.695
N 1.3269 -0.0306 -1.1797 0.300
N 1.8531 1.6664 0.4401 -0.346
N 0.7817 -0.9421 -1.8599 -0.530
H -0.0400 -0.5314 1.2467 0.355
H -1.1312 0.9084 0.5728 0.253
H -1.8913 -2.0707 0.8314 0.287
H -2.8107 -0.8826 -0.0031 0.297
H 2.1630 2.5307 0.0600 0.258
H 1.7335 1.6598 1.5183 0.319
H -0.1178 -1.4256 -1.7446 0.271
H 1.5165 -1.5133 -2.2774 0.284
```

Results
Frontier orbital gap (eV): 9.813
Relative energy (zero: lowest compared OMol25 entry of this formula, charge and spin) (kJ/mol): 467.29
HOMO level (eV): -14.28
DFT total energy (Eh): -282.98578
Net charge: +1

=====

Result set for max |F|: 0.0217; 0.0536; 0.0701; 0.0367; 0.0826 hartree/bohr, one per record in the order listed.